DFT (ωB97M-V/def2-TZVPD) results for the ion C4H7NO4P with charge -1 in a non-equilibrium geometry.

```
17
Properties=species:S:1:pos:R:3
C 0.75163 0.00558 -1.26558
N 0.70854 -0.27680 1.05913
H 1.54586 0.24979 -1.88868
C 0.70103 0.67565 0.05659
H 0.62505 -1.09292 -0.98607
H 1.64512 1.42348 0.13699
O -1.66537 0.14815 -1.38337
H -0.16372 1.36054 0.16028
H 0.58860 0.17987 1.88777
O -2.57226 0.79767 0.83370
P -1.82672 -0.37495 0.17956
C -0.29397 -1.20900 0.55269
O -3.03382 -1.46519 0.08509
H -3.68912 -0.99574 -0.32100
H -0.45405 -1.94721 1.45567
O -0.59292 0.57563 -3.21836
C -0.54967 0.29174 -2.01618
```

Output
Frontier orbital gap, eV: 7.06
M, g/mol: 164.08
SMILES: O=C1CCNC=[P@]([O-])(O)O1
Lowest unoccupied orbital energy, eV: 3.9
Relative energy (zero: lowest compared OMol25 entry of this formula, charge and spin), kcal per mole: 68.80
Charge: -1
Highest occupied orbital energy, Eh: -0.1161

These are the natural (NBO) partial charges, in e, on atoms 1 to 4: -0.60, -0.64, 0.22, -0.22